# 1
ORCA calculation (ωB97M-V/def2-TZVPD) on 2 unconnected molecules or ions with the total composition C2H10N2O2 in a non-equilibrium geometry.

Geometry as XYZ:
```
16
Properties=species:S:1:pos:R:3:forces:R:3:nbo_charge:R:1
N -1.547 1.891 0.578 -0.18 0.10 0.33 -0.852
C -0.921 3.100 1.106 0.75 0.29 -0.63 0.091
O 0.366 3.256 0.496 -0.40 -0.66 0.37 -0.716
H -2.443 1.798 1.048 -0.20 -0.06 -0.32 0.370
H -1.013 1.088 0.891 0.13 -0.01 0.18 0.329
H -1.507 3.971 0.815 -0.39 -0.14 0.21 0.167
H -0.780 3.071 2.185 0.12 0.15 0.08 0.151
H 0.287 2.732 -0.311 0.15 0.32 -0.21 0.462
N 0.807 -2.859 0.112 -1.22 0.31 0.57 -0.245
C 0.859 -2.280 -1.201 1.03 0.28 -0.27 0.012
O 1.159 -3.254 -2.118 -0.16 0.19 0.05 -0.644
H 0.931 -2.316 0.969 0.26 0.14 -0.12 0.425
H 0.231 -3.695 0.245 0.49 -0.36 -0.23 0.429
H -0.122 -1.805 -1.379 -0.28 -0.19 0.04 0.278
H 1.573 -1.444 -1.211 -0.05 -0.05 0.20 0.238
H 2.120 -3.252 -2.224 -0.06 -0.31 -0.26 0.506
```
Positions in Å, forces in eV/Å.

⟨S²⟩: 0.75
Charge: +1
Kohn-Sham gap (spin up / spin down): 8.428 / 3.172 eV
2S+1: 2
Relative energy (zero: lowest compared OMol25 entry of this formula, charge and spin): 36.5 kcal per mole
HOMO energy (spin up / spin down): -0.4600 / -0.4599 hartree



# 2
ORCA calculation (ωB97M-V/def2-TZVPD) on a molecular structure, C25H32BF2InN9O2S in a non-equilibrium geometry.

Geometry as XYZ:
```
73
Properties=species:S:1:pos:R:3:forces:R:3:mulliken_charge:R:1
In -0.874 -0.304 -1.186 -0.14 0.47 -0.12 1.569
O 4.318 0.810 -2.835 0.28 -0.11 -0.16 -0.654
C 3.867 2.029 -2.479 -0.43 -0.57 0.25 0.573
C 4.798 3.054 -2.312 0.79 0.28 -0.08 -0.627
C 4.424 4.340 -1.962 -0.28 0.01 0.60 -0.347
C 3.056 4.591 -1.697 1.72 0.53 0.09 -0.936
C 2.182 3.554 -1.765 -0.73 -0.18 -0.06 -0.457
C 2.524 2.278 -2.156 0.06 -0.53 -0.51 0.656
C 1.416 1.284 -2.257 0.06 -0.89 0.39 0.750
O 0.331 1.443 -1.576 0.68 0.44 -0.48 -0.797
N 1.637 0.219 -3.029 0.49 0.37 0.03 -1.487
N 0.568 -0.615 -3.001 -0.16 0.42 0.03 0.333
C 0.304 -1.396 -3.964 -0.02 -0.31 -0.32 -0.713
C -0.978 -2.126 -3.841 1.43 -0.86 -1.24 0.915
C -1.125 -3.296 -4.577 -0.81 -0.85 -0.90 -0.801
C -2.329 -3.987 -4.404 0.21 -0.96 -0.74 -0.319
C -3.265 -3.490 -3.551 -1.13 0.63 1.83 -0.794
C -3.000 -2.343 -2.775 0.54 -1.20 -1.94 -0.016
N -1.878 -1.666 -2.987 -0.42 0.31 1.13 -0.097
H 3.576 0.212 -3.057 -0.13 0.41 0.11 0.459
H 5.860 2.840 -2.444 -0.35 -0.14 -0.14 0.426
H 5.220 5.104 -1.788 -0.93 -0.62 -0.36 0.331
H 2.761 5.575 -1.390 -0.27 0.27 0.05 0.442
H 1.145 3.630 -1.550 -0.77 0.64 0.30 0.578
H 0.949 -1.577 -4.860 -0.46 0.42 0.88 0.404
H -0.435 -3.702 -5.357 -0.22 0.79 1.09 0.369
H -2.587 -4.952 -4.893 0.61 0.93 0.09 0.374
H -4.206 -4.012 -3.370 0.28 0.10 -0.17 0.366
H -3.706 -2.014 -2.052 -0.28 0.51 0.52 0.509
C -1.337 2.781 2.875 0.96 1.45 0.13 -2.282
C -0.713 2.107 1.662 -2.02 -0.68 -0.45 0.637
N -1.474 1.659 0.698 0.96 1.02 1.13 0.227
N -2.798 1.959 0.800 -0.90 0.34 0.56 -0.536
C -3.667 1.782 -0.242 0.75 -0.48 0.44 0.586
N -4.922 2.150 0.057 0.47 -0.29 -0.72 -0.406
S -3.222 1.131 -1.740 -0.16 0.17 0.39 -0.338
C 0.732 1.844 1.582 0.72 0.35 0.12 0.479
C 1.616 2.865 2.008 0.60 -2.27 -1.21 -0.916
C 2.990 2.633 1.823 -0.94 0.55 0.10 -0.691
C 3.369 1.435 1.208 2.58 2.01 0.43 -0.587
C 2.442 0.524 0.868 -0.58 -1.63 -0.64 -0.530
N 1.137 0.677 1.057 -0.46 0.47 0.41 0.154
H -1.994 2.106 3.392 -0.80 -0.36 -0.06 0.534
H -1.825 3.775 2.659 0.19 -1.12 -0.02 0.422
H -0.623 3.017 3.674 0.26 -0.08 -0.49 0.499
H -3.189 2.352 1.688 0.71 -0.53 -1.14 0.368
H -5.140 2.475 0.976 -0.38 0.11 0.20 0.165
H -5.646 1.902 -0.596 -0.09 0.16 0.11 0.236
H 1.198 3.777 2.326 -0.13 0.99 0.60 0.595
H 3.680 3.435 2.122 -0.09 -0.66 -0.31 0.419
H 4.440 1.279 0.938 -1.01 0.00 0.39 0.368
H 2.776 -0.406 0.394 -0.31 0.19 0.12 0.390
F -2.493 -1.120 1.350 -1.30 1.17 0.48 -0.429
B -1.535 -1.630 0.553 0.52 -1.00 -0.22 0.339
F -1.949 -2.882 0.070 -0.15 -0.10 -0.37 -0.333
C -1.704 -3.504 2.974 -0.28 0.12 -0.68 -1.580
C -0.584 -2.493 2.992 1.85 0.05 -0.97 1.826
C 0.697 -3.165 3.595 -1.96 -1.32 0.00 -2.011
C -0.835 -1.214 3.750 0.07 1.09 1.33 -1.412
N -0.298 -1.979 1.535 1.53 -1.28 -0.79 0.840
N 0.558 -2.832 0.655 -0.12 1.00 1.34 -0.641
H -1.910 -3.811 4.002 -0.25 0.00 -0.22 0.494
H -1.429 -4.374 2.370 0.23 -0.06 0.32 0.368
H -2.567 -3.105 2.433 -0.12 -0.02 0.71 0.186
H 0.351 -3.489 4.595 0.42 0.30 -0.27 0.476
H 1.516 -2.498 3.707 0.84 0.54 -0.03 0.406
H 0.970 -4.133 3.108 -0.07 0.91 0.07 0.455
H -1.039 -1.408 4.800 -0.04 -0.52 0.20 0.547
H -1.749 -0.702 3.429 0.51 0.14 -0.32 0.204
H 0.072 -0.529 3.847 -1.10 -0.75 -0.77 0.222
H 0.267 -1.124 1.587 -0.18 0.16 0.21 -0.220
H -0.043 -3.558 0.296 0.03 -0.32 0.11 0.196
H 1.317 -3.192 1.239 -0.40 -0.11 -0.35 0.266
```
Positions in Å, forces in eV/Å.

Charge: +1
Kohn-Sham gap: 7.547 eV
Relative energy (zero: lowest compared OMol25 entry of this formula, charge and spin): 13.0 kcal per mole
HOMO energy: -0.3779 hartree



# 3
ORCA calculation (ωB97M-V/def2-TZVPD) on a molecular structure, C8H18I2NO2P2Sn in a non-equilibrium geometry.

Geometry as XYZ:
```
34
Properties=species:S:1:pos:R:3:forces:R:3:mulliken_charge:R:1
I -0.168 -2.618 -1.487 -0.17 0.01 0.03 0.218
I -0.153 2.359 -1.873 -0.24 -0.70 -0.03 0.202
Sn 0.008 -0.043 -0.456 1.40 0.36 1.45 1.143
P -2.604 -0.288 -0.346 -3.76 -0.47 0.06 0.298
C -3.395 1.264 0.133 1.25 0.67 0.16 -1.047
C -3.457 -0.738 -1.881 1.19 0.00 -0.83 -0.971
H -4.520 -0.908 -1.652 0.30 0.13 0.20 0.445
H -4.341 -1.488 0.774 0.18 0.22 -0.22 0.481
H -3.011 -1.646 -2.301 -0.31 0.09 0.00 0.365
H -2.844 -2.476 0.651 -0.21 0.09 0.15 0.367
H -3.130 2.044 -0.591 -0.25 -0.03 0.28 0.403
H -3.345 0.068 -2.616 -0.16 -0.15 0.08 0.373
C -3.246 -1.479 0.862 1.37 -0.38 0.50 -1.016
H -4.477 1.074 0.122 0.17 -0.16 -0.04 0.442
H -2.952 -1.173 1.874 -0.13 -0.16 -0.18 0.363
H -3.065 1.537 1.144 -0.22 0.13 -0.23 0.358
P 2.609 -0.150 -0.347 2.67 0.00 0.25 0.439
C 3.340 1.426 0.170 -0.94 0.30 0.09 -1.127
C 3.256 -1.329 0.872 -1.17 -0.30 0.31 -1.092
H 3.260 -1.550 -2.218 0.20 0.14 0.04 0.385
H 4.616 -0.553 -1.573 -0.39 0.03 0.03 0.444
H 3.345 0.179 -2.628 0.21 -0.15 0.11 0.384
C 3.547 -0.560 -1.843 -0.97 -0.09 -0.72 -1.062
H 2.874 -2.332 0.650 0.21 0.08 0.16 0.383
H 4.354 -1.326 0.808 -0.25 0.14 -0.15 0.449
H 4.431 1.292 0.144 -0.27 -0.02 -0.04 0.432
H 3.014 1.656 1.194 0.17 0.12 -0.27 0.352
H 2.939 -1.031 1.880 0.15 -0.17 -0.17 0.364
H 3.035 2.216 -0.528 0.25 0.00 0.27 0.391
C 0.186 2.842 1.348 -0.44 2.49 0.27 0.125
O -0.028 3.959 1.365 0.47 -2.31 0.07 -0.131
O 0.017 0.230 3.935 -0.07 -0.91 -3.19 -0.345
C -0.024 -0.067 2.785 -0.05 1.56 4.01 0.783
N -0.071 -0.391 1.628 -0.16 -0.56 -2.47 -0.596
```
Positions in Å, forces in eV/Å.

Charge: +3
Kohn-Sham gap (spin up / spin down): 4.553 / 3.809 eV
Relative energy (zero: lowest compared OMol25 entry of this formula, charge and spin): 8.9 kcal per mole
HOMO energy (spin up / spin down): -0.7456 / -0.7291 hartree



# 4
ORCA calculation (ωB97M-V/def2-TZVPD) on a single C5H7N3 molecule in a non-equilibrium geometry.

Geometry as XYZ:
```
15
Properties=species:S:1:pos:R:3:forces:R:3:nbo_charge:R:1
C -1.449 -1.037 -1.000 0.45 0.16 -0.11 -0.644
C -0.923 -1.050 0.442 -0.61 -0.35 -1.21 -0.030
C -0.466 0.245 1.046 -0.15 0.11 -0.48 -0.225
C -0.524 1.424 0.185 -0.21 0.94 -0.18 0.259
C 2.225 0.133 -0.326 0.01 -0.62 -0.39 -0.103
H -1.018 -0.219 -1.618 -0.12 -0.53 0.54 0.235
H -2.536 -0.878 -0.995 0.28 -0.24 0.04 0.225
H -1.192 -1.986 -1.502 -0.27 0.35 0.25 0.231
H -1.400 -1.806 1.070 0.07 0.41 0.04 0.211
H -0.676 0.420 2.087 0.28 0.22 0.17 0.249
H 2.217 0.911 0.445 0.11 -0.13 -0.15 0.170
H 3.041 0.111 -1.087 -0.93 0.11 0.64 0.199
N -0.622 2.398 -0.439 0.24 -1.28 0.73 -0.306
N 0.467 -0.859 0.732 0.38 0.19 -0.29 -0.230
N 1.354 -0.803 -0.362 0.47 0.67 0.39 -0.242
```
Positions in Å, forces in eV/Å.

Kohn-Sham gap: 10.557 eV
Relative energy (zero: lowest compared OMol25 entry of this formula, charge and spin): 81.5 kcal per mole
SMILES string: C=NN1[C@H](C)[C@@H]1C#N
HOMO energy: -0.3547 hartree



# 5
ORCA calculation (ωB97M-V/def2-TZVPD) on 2 unconnected molecules or ions with the total composition C3H2INO2 in a non-equilibrium geometry.

Geometry as XYZ:
```
9
Properties=species:S:1:pos:R:3:forces:R:3:nbo_charge:R:1
C -1.576 -0.559 -0.162 -0.06 1.08 -0.08 0.867
C 1.133 0.649 0.093 -2.71 2.75 0.20 0.682
C 2.005 -0.259 -0.067 3.87 1.30 0.71 -0.662
N -2.347 0.350 -0.283 -0.73 -0.06 -0.41 -0.751
O -0.703 -1.310 -0.198 0.68 -1.53 0.00 -0.523
O 0.268 1.443 0.189 1.57 -0.83 0.12 -0.462
I 4.139 -0.040 0.086 -1.22 0.17 0.02 0.168
H 1.756 -1.176 -0.376 -1.04 -3.16 -0.97 0.262
H -2.840 0.789 0.458 -0.36 0.27 0.41 0.419
```
Positions in Å, forces in eV/Å.

Kohn-Sham gap: 8.422 eV
Relative energy (zero: lowest compared OMol25 entry of this formula, charge and spin): 19.4 kcal per mole
SMILES string: O=C=CI.N=C=O
HOMO energy: -0.3299 hartree



# 6
ORCA calculation (ωB97M-V/def2-TZVPD) on 5 unconnected molecules or ions with the total composition C23H46F3O12P in a non-equilibrium geometry.

Geometry as XYZ:
```
85
Properties=species:S:1:pos:R:3:forces:R:3:mulliken_charge:R:1
O 2.358 -0.050 6.173 0.10 0.16 -5.33 -0.630
P 2.349 -0.017 4.559 -1.00 0.49 6.26 0.364
C 1.711 1.711 4.038 -3.10 2.93 -0.38 0.094
C 0.403 2.266 4.481 3.48 -2.20 -0.43 0.111
C -0.670 1.421 5.438 0.12 1.74 -0.55 -0.439
C -2.137 1.515 4.699 -0.02 0.08 0.34 -0.857
C -2.343 0.519 3.414 -0.31 0.02 -0.99 0.847
F -3.048 -0.723 3.839 2.18 3.91 -1.80 -0.218
F -3.148 1.269 2.379 2.39 -2.94 3.17 -0.285
F -1.096 0.104 2.732 -3.90 1.14 2.12 -0.247
C 0.298 3.776 3.846 -2.91 1.93 2.30 0.320
O -0.393 4.820 4.315 4.98 -7.12 -3.92 -0.508
O 1.111 3.596 2.627 1.58 1.61 2.57 -0.249
C 2.350 2.863 3.054 4.60 -0.17 -0.18 0.532
O 3.635 3.126 2.731 -9.79 -1.93 2.16 -0.497
H 1.331 -0.994 4.161 1.03 0.98 -0.52 0.096
H 3.648 -0.359 4.035 -0.98 0.49 -0.37 0.146
H -0.313 0.335 5.687 -0.51 2.22 -0.70 0.348
H -0.750 2.027 6.455 0.12 -1.33 -2.17 0.344
H -2.955 1.232 5.492 1.51 0.44 -1.76 0.360
H -2.316 2.648 4.378 0.33 -2.66 0.43 0.370
C -3.790 -6.248 3.747 0.09 0.02 0.18 -0.719
O -3.559 -4.926 4.219 -0.22 -0.02 -0.44 -0.416
C -3.620 -3.958 3.168 -0.18 0.20 0.63 0.224
C -4.947 -3.194 3.195 0.09 -0.38 -0.55 -0.469
O -6.042 -4.047 2.850 0.17 0.04 0.49 -0.420
C -6.792 -4.448 3.992 -0.04 -0.04 -0.28 -0.716
H -3.919 -6.905 4.612 0.07 0.18 -0.05 0.330
H -4.692 -6.306 3.131 0.04 0.04 -0.01 0.326
H -2.926 -6.593 3.172 -0.06 -0.12 -0.08 0.290
H -3.456 -4.428 2.190 -0.14 0.06 0.12 -0.228
H -2.804 -3.249 3.341 -0.05 0.00 -0.05 0.302
H -4.911 -2.401 2.441 0.04 -0.01 0.04 0.325
H -5.109 -2.722 4.171 0.07 -0.13 -0.04 0.351
H -7.372 -3.601 4.371 -0.01 -0.02 0.12 0.317
H -6.148 -4.841 4.781 0.04 0.05 0.02 0.315
H -7.484 -5.237 3.687 0.09 0.14 -0.08 0.255
C 4.010 4.855 0.356 0.12 0.29 0.09 -0.802
O 5.034 5.504 -0.389 0.09 -0.46 -0.14 -0.423
C 6.138 4.635 -0.661 -0.21 0.49 -0.42 -0.470
C 6.104 4.132 -2.106 -0.12 -0.46 0.46 -0.459
O 4.998 3.249 -2.321 -0.01 0.49 -0.03 -0.408
C 3.930 3.885 -3.015 0.07 -0.25 0.01 -0.904
H 3.128 5.502 0.363 0.16 0.02 -0.04 0.331
H 3.731 3.895 -0.089 0.07 0.00 0.04 0.324
H 4.341 4.703 1.387 -0.09 0.00 -0.26 0.389
H 6.162 3.798 0.048 -0.08 0.02 -0.14 0.265
H 7.049 5.225 -0.516 0.02 -0.04 -0.02 0.396
H 7.014 3.554 -2.299 0.01 0.04 0.02 0.388
H 6.082 4.969 -2.814 -0.07 -0.01 0.13 0.276
H 4.208 4.040 -4.062 -0.09 0.12 -0.04 0.416
H 3.661 4.840 -2.558 0.05 0.04 0.01 0.336
H 3.058 3.227 -2.979 0.17 -0.02 0.02 0.352
C 2.525 8.403 -8.008 -0.21 0.03 0.06 -0.699
O 1.467 7.461 -8.143 0.49 -0.17 0.04 -0.370
C 1.945 6.158 -8.490 -0.53 0.04 0.37 -0.518
C 1.943 5.226 -7.276 0.60 0.15 -0.23 -0.529
O 2.919 5.630 -6.310 -0.48 0.16 -0.01 -0.351
C 2.332 6.304 -5.202 0.27 -0.06 -0.03 -0.805
H 2.119 9.315 -7.561 -0.05 -0.17 -0.10 0.245
H 3.323 8.027 -7.360 -0.03 -0.02 -0.07 0.294
H 2.933 8.648 -8.993 0.12 0.03 0.01 0.326
H 2.942 6.213 -8.943 -0.06 -0.02 0.15 0.330
H 1.256 5.757 -9.241 0.03 -0.03 0.01 0.366
H 2.219 4.219 -7.604 -0.03 0.02 -0.03 0.377
H 0.945 5.169 -6.825 0.07 0.12 -0.07 0.351
H 1.788 5.588 -4.579 -0.10 0.06 0.06 0.305
H 1.660 7.103 -5.524 -0.05 -0.04 -0.03 0.426
H 3.134 6.748 -4.607 -0.02 -0.14 -0.12 0.259
C -2.213 -6.561 0.249 0.18 -0.11 0.07 -0.723
O -2.161 -7.866 0.815 -0.30 0.14 -0.36 -0.370
C -3.269 -8.675 0.410 0.53 -0.31 0.09 -0.396
C -2.858 -9.677 -0.672 -0.40 0.47 -0.22 -0.651
O -2.538 -9.013 -1.898 0.34 -0.09 0.40 -0.370
C -1.133 -8.923 -2.111 -0.20 0.06 -0.17 -0.698
H -1.256 -6.066 0.438 -0.10 -0.14 0.07 0.264
H -2.377 -6.595 -0.833 -0.04 -0.02 0.07 0.414
H -3.007 -5.981 0.726 -0.05 0.05 -0.12 0.156
H -4.107 -8.053 0.073 0.13 -0.07 -0.07 0.343
H -3.597 -9.230 1.295 -0.02 -0.01 -0.03 0.364
H -3.705 -10.338 -0.880 0.01 0.01 0.05 0.386
H -2.022 -10.300 -0.334 -0.03 0.15 0.03 0.332
H -0.733 -9.910 -2.364 0.12 0.01 0.05 0.328
H -0.616 -8.525 -1.236 -0.01 -0.05 0.05 0.293
H -0.957 -8.249 -2.953 -0.14 -0.11 0.07 0.243
```
Positions in Å, forces in eV/Å.

Kohn-Sham gap: 6.789 eV
SMILES string: O=[PH2]C1=C(CCC(F)(F)F)C(=O)OC1=O.COCCOC.COCCOC.COCCOC.COCCOC
HOMO energy: -0.3314 hartree



# 7
ORCA calculation (ωB97M-V/def2-TZVPD) on a single C4H8N2O molecule.

Geometry as XYZ:
```
15
Properties=species:S:1:pos:R:3:forces:R:3:nbo_charge:R:1
N 1.422 -0.563 -1.486 0.17 0.02 0.04 -0.830
C 1.549 -0.723 -0.138 0.12 -0.04 0.03 0.663
O 2.350 -1.499 0.353 -0.29 0.22 -0.22 -0.613
C 0.652 0.091 0.795 0.04 -0.12 0.10 -0.331
N -0.457 0.899 0.285 0.17 0.06 -0.03 -0.416
C -1.795 0.426 0.589 -0.22 -0.07 0.15 -0.243
C -1.313 0.445 -0.808 -0.09 -0.03 -0.21 -0.279
H 2.113 -1.032 -2.054 -0.06 0.08 0.08 0.405
H 0.938 0.225 -1.884 0.02 -0.05 0.13 0.399
H 0.306 -0.636 1.540 0.06 0.10 -0.10 0.216
H 1.332 0.774 1.319 -0.07 -0.17 -0.04 0.234
H -1.871 -0.560 1.048 0.01 0.14 -0.02 0.187
H -2.510 1.154 0.964 0.16 -0.03 -0.13 0.202
H -1.114 -0.512 -1.285 -0.08 0.12 0.14 0.202
H -1.631 1.247 -1.475 0.06 -0.24 0.09 0.203
```
Positions in Å, forces in eV/Å.

Kohn-Sham gap: 10.234 eV
Relative energy (zero: lowest compared OMol25 entry of this formula, charge and spin): 45.7 kcal per mole
SMILES string: NC(=O)CN1CC1
HOMO energy: -0.3409 hartree



# 8
ORCA calculation (ωB97M-V/def2-TZVPD) on 2 unconnected molecules or ions with the total composition CH6N6 in a non-equilibrium geometry.

Geometry as XYZ:
```
13
Properties=species:S:1:pos:R:3:forces:R:3:nbo_charge:R:1
C 1.733 0.164 0.355 3.89 -1.63 3.54 0.333
N 2.705 0.492 -0.368 -2.39 1.87 -4.07 -0.292
N 3.913 0.479 -0.477 3.24 -0.37 0.83 0.271
N 5.015 0.488 -0.656 -1.39 0.07 0.10 0.316
N -0.597 0.309 -1.743 5.32 3.63 -0.39 -0.889
N 0.490 0.019 0.270 -6.38 -1.25 0.32 0.035
N -0.596 -0.381 0.896 2.07 1.71 -0.77 -0.281
H 2.138 -0.207 1.326 -1.12 -0.19 0.38 0.316
H -0.147 -0.172 -2.521 1.25 -0.10 0.27 0.412
H -0.224 1.380 -1.769 -1.55 -3.23 -0.31 0.425
H -1.038 -1.178 0.377 0.11 0.58 1.13 0.464
H -1.469 0.237 -2.132 -4.00 0.31 0.03 0.416
H -1.154 0.342 1.475 0.94 -1.39 -1.06 0.475
```
Positions in Å, forces in eV/Å.

Charge: +2
Kohn-Sham gap (spin up / spin down): 8.074 / 7.184 eV
Relative energy (zero: lowest compared OMol25 entry of this formula, charge and spin): 57.7 kcal per mole
HOMO energy (spin up / spin down): -0.7519 / -0.7316 hartree



no.,molecular weight (g/mol)
1,94.11
2,686.29
3,594.70
4,109.13
5,210.96
6,602.58
7,100.12
8,102.10